[1]
DFT (the ωB97M-V functional and the def2-TZVPD basis) results for a molecular structure, C21H39AsBIrN8Si3 at a distorted geometry.

XYZ file:
```
74
Properties=species:S:1:pos:R:3:mulliken_charge:R:1
Ir -0.932 -0.291 -1.016 2.700
C -3.081 -0.962 -4.575 -1.246
C -2.822 -0.241 -3.432 0.046
N -1.835 -0.851 -2.733 -1.243
N -1.468 -1.973 -3.417 1.064
C -2.208 -2.045 -4.527 0.251
B -0.317 -2.781 -2.771 -0.156
N -0.799 -3.138 -1.319 1.185
C -1.210 -4.306 -0.818 -0.016
C -1.887 -4.082 0.378 -1.305
C -1.863 -2.715 0.558 -0.164
N -1.203 -2.158 -0.477 -1.400
N 0.894 -1.794 -2.610 1.373
C 2.037 -1.725 -3.292 0.077
C 2.651 -0.496 -3.044 -1.295
C 1.808 0.162 -2.177 -0.256
N 0.744 -0.635 -1.925 -1.384
N 0.152 -4.014 -3.452 0.027
C -0.139 -4.706 -4.612 -0.061
C 0.699 -5.794 -4.655 -0.766
C 1.483 -5.704 -3.485 -0.487
N 1.166 -4.649 -2.764 -0.955
H -3.808 -0.745 -5.339 0.485
H -3.281 0.668 -3.076 0.444
H -2.106 -2.850 -5.233 0.412
H -0.983 -5.231 -1.325 0.545
H -2.329 -4.821 1.024 0.483
H -2.277 -2.109 1.346 0.362
H 2.368 -2.555 -3.896 0.547
H 3.591 -0.148 -3.436 0.476
H 1.898 1.134 -1.720 0.616
H -0.894 -4.417 -5.322 0.350
H 0.747 -6.537 -5.434 0.466
H 2.258 -6.375 -3.150 0.507
C -0.533 6.551 1.088 -0.926
Si 1.139 6.116 1.666 0.473
C 1.523 6.111 3.443 -0.916
C 2.471 5.820 0.458 -0.932
As -0.126 0.555 1.119 0.081
Si -2.078 1.121 2.584 0.392
C -2.116 -0.339 3.728 -0.944
C -1.604 2.700 3.430 -0.923
C -3.464 1.262 1.356 -1.002
Si 1.914 -0.397 2.222 0.284
C 3.224 -0.512 0.926 -0.965
C 1.150 -2.026 2.697 -0.895
C 2.311 0.743 3.620 -0.988
H -0.506 7.621 0.831 0.384
H -1.297 6.432 1.856 0.347
H -0.815 6.032 0.171 0.364
H 1.817 7.141 3.702 0.384
H 2.373 5.478 3.699 0.369
H 0.660 5.875 4.066 0.365
H 3.079 6.737 0.429 0.365
H 2.112 5.640 -0.554 0.362
H 3.152 5.029 0.778 0.362
H -1.336 -0.259 4.487 0.344
H -2.045 -1.324 3.269 0.368
H -3.081 -0.291 4.246 0.434
H -0.541 2.733 3.678 0.263
H -2.154 2.785 4.372 0.428
H -1.863 3.569 2.822 0.241
H -3.484 0.432 0.638 0.257
H -3.415 2.200 0.802 0.347
H -4.429 1.237 1.871 0.428
H 3.033 -1.317 0.214 0.254
H 4.168 -0.735 1.434 0.438
H 3.374 0.420 0.380 0.371
H 0.496 -2.457 1.936 0.249
H 0.603 -1.968 3.638 0.353
H 1.986 -2.722 2.830 0.442
H 2.872 1.617 3.288 0.342
H 2.944 0.201 4.330 0.397
H 1.429 1.074 4.172 0.315
```

The lowest unoccupied orbital energy comes out at -0.543 Eh. The value obtained for the HOMO-LUMO gap is 3.16 eV. The total charge is +4. The spin multiplicity is 1. The value obtained for the HOMO energy is -17.92 eV.



[2]
DFT (the ωB97M-V functional and the def2-TZVPD basis) results for a molecular structure, C45H44BiCl4FNO4P2S2.

XYZ file:
```
104
Properties=species:S:1:pos:R:3:mulliken_charge:R:1
Bi -0.256 1.566 -0.351 1.979
S -2.257 2.567 1.282 -0.697
P -3.103 0.695 1.294 1.447
C -2.130 -0.575 0.831 -1.354
P -0.809 -0.987 1.734 2.085
S 0.852 0.282 1.616 -0.971
C -0.142 -2.562 1.096 0.200
C 0.435 -3.545 1.888 -0.392
C 0.952 -4.699 1.307 -0.700
C 0.895 -4.870 -0.068 -0.650
C 0.312 -3.889 -0.864 -0.548
C -0.206 -2.742 -0.287 -0.630
C -1.049 -1.267 3.526 -0.032
C -1.997 -2.219 3.906 -0.096
C -2.304 -2.415 5.242 -0.751
C -1.675 -1.650 6.218 -0.465
C -0.741 -0.695 5.849 -0.605
C -0.428 -0.503 4.508 -0.627
C -4.538 0.732 0.156 0.243
C -5.539 1.690 0.293 -0.666
C -6.631 1.689 -0.559 -0.550
C -6.726 0.730 -1.563 -0.568
C -5.724 -0.219 -1.710 -0.471
C -4.632 -0.219 -0.850 -0.058
C -3.957 0.513 2.916 0.210
C -3.691 1.323 4.010 -0.337
C -4.353 1.116 5.217 -0.613
C -5.294 0.106 5.332 -0.452
C -5.567 -0.712 4.239 -0.686
C -4.896 -0.513 3.044 -0.647
H 0.495 -3.412 2.962 0.384
H 1.400 -5.462 1.932 0.393
H 1.295 -5.772 -0.518 0.387
H 0.250 -4.017 -1.939 0.507
H -0.688 -1.988 -0.899 0.287
H -2.506 -2.794 3.140 0.437
H -3.049 -3.149 5.524 0.381
H -1.926 -1.791 7.262 0.358
H -0.257 -0.089 6.605 0.389
H 0.291 0.252 4.217 0.161
H -5.450 2.449 1.063 0.373
H -7.402 2.442 -0.452 0.362
H -7.580 0.727 -2.231 0.342
H -5.788 -0.959 -2.499 0.381
H -3.829 -0.940 -0.952 0.168
H -2.956 2.114 3.913 0.361
H -4.130 1.749 6.067 0.399
H -5.814 -0.049 6.269 0.377
H -6.298 -1.507 4.323 0.396
H -5.099 -1.155 2.193 0.409
C 4.817 -2.574 -5.552 -1.430
C 4.336 -3.213 -4.254 -0.209
C 5.432 -3.955 -3.503 -1.083
C 6.489 -2.984 -2.994 -1.314
C 5.847 -1.875 -2.200 1.005
C 6.549 -1.192 -1.232 -0.745
C 5.934 -0.174 -0.512 0.108
F 6.663 0.456 0.438 -0.378
C 4.637 0.188 -0.727 -0.805
C 3.903 -0.490 -1.707 0.477
C 2.491 -0.094 -1.928 0.665
O 2.052 0.854 -1.269 -0.412
C 1.774 -0.875 -2.905 0.228
C 2.450 -1.849 -3.569 -0.197
N 3.738 -2.203 -3.373 0.303
C 4.503 -1.522 -2.433 -0.504
C 0.297 -0.718 -3.279 -0.312
O -0.088 -1.383 -4.249 -0.840
O -0.395 0.002 -2.511 0.010
H 5.294 -3.319 -6.192 0.397
H 5.533 -1.775 -5.352 0.353
H 3.977 -2.139 -6.094 0.392
H 3.533 -3.917 -4.482 0.508
H 5.874 -4.700 -4.166 0.448
H 4.985 -4.485 -2.658 0.357
H 7.040 -2.561 -3.840 0.367
H 7.221 -3.503 -2.375 0.445
H 7.580 -1.448 -1.017 0.520
H 4.155 0.973 -0.159 0.596
H 1.901 -2.407 -4.320 0.642
Cl 0.652 3.160 -3.461 0.000
C 0.268 4.876 -3.365 -0.412
Cl -1.267 5.207 -2.555 -0.111
H 0.186 5.251 -4.378 0.392
H 1.064 5.368 -2.818 0.167
Cl -4.501 4.265 -2.066 -0.184
C -4.291 2.894 -3.182 -0.532
Cl -2.919 1.875 -2.804 0.107
H -4.140 3.304 -4.173 0.445
H -5.186 2.283 -3.127 0.178
C 1.900 5.418 0.293 -1.892
C 1.610 4.012 0.824 2.101
C 0.881 4.105 2.162 -1.477
C 2.923 3.249 0.981 -1.375
O 0.806 3.391 -0.144 -0.717
H 2.518 5.994 0.989 0.382
H 0.959 5.950 0.133 0.384
H 2.426 5.346 -0.662 0.348
H 1.449 4.716 2.869 0.458
H 0.734 3.113 2.599 0.128
H -0.102 4.556 2.016 0.292
H 3.577 3.740 1.709 0.520
H 3.434 3.200 0.017 0.286
H 2.736 2.228 1.323 0.072
```

The lowest unoccupied orbital energy comes out at 0.079 Eh. The value obtained for the HOMO-LUMO gap is 6.70 eV. The total charge is -1. The spin multiplicity is 1. The value obtained for the HOMO energy is -4.55 eV.



[3]
DFT (the ωB97M-V functional and the def2-TZVPD basis) results for a single C5H11P molecule at a distorted geometry.

XYZ file:
```
17
Properties=species:S:1:pos:R:3:mulliken_charge:R:1
C 1.479 -0.704 0.617 -0.171
C 0.284 -0.975 -0.182 -0.691
C 2.758 -0.448 0.266 -0.875
C -0.939 0.136 -0.390 0.296
C -0.518 1.405 0.321 -1.447
P -2.513 -0.578 0.343 -0.156
H 1.162 -0.600 1.613 0.329
H -2.880 -1.518 -0.842 0.070
H 0.638 -1.206 -1.270 0.269
H -0.346 -1.864 0.167 0.289
H 3.431 -0.356 1.011 0.314
H 2.995 -0.330 -0.703 0.332
H -0.880 0.412 -1.516 0.259
H -0.718 1.457 1.443 0.363
H -1.179 2.194 -0.023 0.416
H 0.567 1.700 0.346 0.346
H -3.361 0.644 -0.176 0.059
```

The lowest unoccupied orbital energy comes out at 0.032 Eh. The value obtained for the HOMO-LUMO gap is 10.32 eV. The spin multiplicity is 1. The value obtained for the HOMO energy is -9.44 eV.



[4]
DFT (the ωB97M-V functional and the def2-TZVPD basis) results for a molecular structure, C15H30AsF7O15Tl at a distorted geometry.

XYZ file:
```
69
Properties=species:S:1:pos:R:3:mulliken_charge:R:1
Tl -0.959 0.264 -0.606 1.001
As -7.929 2.752 2.020 2.005
F -8.102 1.045 2.619 -0.424
F -9.590 3.187 2.567 -0.402
F -7.720 4.458 1.377 -0.412
F -6.292 2.297 1.511 -0.445
F -8.723 2.424 0.410 -0.385
F -7.268 3.247 3.633 -0.423
F -5.207 -1.880 -1.946 -0.141
C 4.071 5.463 -7.061 -0.602
O 3.360 4.875 -5.968 -0.300
C 3.822 4.046 -4.998 0.783
O 3.013 3.490 -4.239 -0.558
O 5.164 3.900 -4.928 -0.311
C 5.724 3.088 -3.941 -0.549
H 3.521 5.940 -7.874 0.264
H 4.579 4.626 -7.539 0.292
H 4.878 6.144 -6.792 0.291
H 5.427 2.101 -4.295 0.271
H 5.329 3.381 -2.968 0.267
H 6.814 3.124 -3.950 0.223
C -3.472 -6.675 0.918 -0.631
O -2.287 -7.168 1.557 -0.292
C -1.231 -6.398 1.731 0.916
O -1.177 -5.195 1.282 -0.536
O -0.363 -7.031 2.433 -0.266
C 0.884 -6.362 2.658 -0.738
H -3.743 -5.781 1.480 0.296
H -4.360 -7.297 1.029 0.258
H -3.405 -6.499 -0.156 0.282
H 1.748 -7.012 2.798 0.303
H 0.844 -5.887 3.639 0.310
H 1.210 -5.538 2.023 0.319
C -2.050 7.130 2.575 -0.668
O -0.648 7.382 2.751 -0.273
C 0.195 6.401 2.600 0.803
O -0.092 5.283 2.153 -0.527
O 1.475 6.887 2.775 -0.267
C 2.533 5.963 2.600 -0.618
H -2.404 8.152 2.441 0.253
H -2.537 6.650 3.424 0.309
H -2.355 6.631 1.655 0.317
H 2.269 5.109 3.223 0.282
H 3.491 6.353 2.945 0.250
H 2.721 5.562 1.604 0.274
C 1.396 -1.080 6.437 -0.613
O 0.121 -1.350 6.869 -0.287
C -0.975 -1.146 6.142 0.789
O -0.971 -0.719 5.008 -0.525
O -2.047 -1.424 6.914 -0.249
C -3.236 -1.615 6.259 -0.616
H 2.157 -1.463 7.116 0.243
H 1.488 -0.014 6.228 0.288
H 1.621 -1.647 5.533 0.277
H -4.009 -1.881 6.981 0.238
H -3.226 -2.382 5.485 0.281
H -3.516 -0.702 5.734 0.309
C 3.905 -3.531 -7.461 -0.564
O 3.601 -3.276 -6.116 -0.293
C 2.574 -3.796 -5.416 0.812
O 2.144 -3.382 -4.346 -0.570
O 2.207 -4.935 -6.012 -0.316
C 1.095 -5.694 -5.404 -0.653
H 3.162 -3.232 -8.200 0.293
H 4.041 -4.610 -7.528 0.285
H 4.852 -3.006 -7.588 0.229
H 1.042 -5.691 -4.315 0.304
H 1.328 -6.673 -5.824 0.244
H 0.083 -5.383 -5.664 0.292
```

The lowest unoccupied orbital energy comes out at -0.426 Eh. The value obtained for the HOMO-LUMO gap is 1.29 eV. The total charge is +1. The spin multiplicity is 1. The value obtained for the HOMO energy is -12.87 eV.



[5]
DFT (the ωB97M-V functional and the def2-TZVPD basis) results for 2 unconnected molecules or ions with the total composition C3H2Br2S2 at a distorted geometry.

XYZ file:
```
9
Properties=species:S:1:pos:R:3:mulliken_charge:R:1
C -0.880 0.051 -0.489 0.061
C -1.380 1.200 -0.503 -0.286
C 0.915 -1.706 0.850 -0.232
S -1.488 2.774 -0.004 -0.117
S 0.684 -1.369 2.402 -0.119
Br -0.097 3.584 -1.485 -0.049
Br 2.724 -1.539 0.022 -0.077
H -0.716 -0.827 -0.985 0.410
H 0.239 -2.167 0.193 0.408
```

The lowest unoccupied orbital energy comes out at -0.036 Eh. The value obtained for the HOMO-LUMO gap is 8.18 eV. The spin multiplicity is 1. The value obtained for the HOMO energy is -9.15 eV.



[6]
DFT (the ωB97M-V functional and the def2-TZVPD basis) results for a single C17H30N2O3 molecule.

XYZ file:
```
52
Properties=species:S:1:pos:R:3:mulliken_charge:R:1
C -1.750 -1.572 6.452 -1.160
C -0.374 -0.970 6.198 -0.470
C -0.430 0.357 5.440 -0.567
C -0.909 0.206 3.998 -0.566
C -0.870 1.535 3.248 -1.010
H -1.483 2.265 3.778 0.448
H 0.155 1.910 3.201 0.340
C -1.419 1.401 1.826 0.248
C -1.170 2.705 1.035 -0.514
H -1.422 3.557 1.667 0.365
H -0.109 2.762 0.786 0.360
C -2.021 2.791 -0.243 -1.048
C -1.870 1.531 -1.060 0.739
O -2.557 0.534 -0.912 -0.770
N -0.881 1.563 -1.979 -0.241
N -0.661 0.464 -2.813 -0.327
C 0.578 -0.116 -2.911 0.926
C 1.718 0.482 -2.503 -0.464
C 3.028 -0.096 -2.717 -0.121
O 4.051 0.460 -2.361 -0.645
C 3.056 -1.461 -3.380 -0.995
H 4.020 -1.585 -3.875 0.402
C 1.902 -1.688 -4.359 1.743
C 2.022 -0.731 -5.546 -1.843
H 2.006 0.304 -5.214 0.396
H 2.956 -0.904 -6.074 0.466
H 1.201 -0.884 -6.244 0.415
C 1.931 -3.130 -4.869 -2.087
H 2.862 -3.325 -5.396 0.427
H 1.851 -3.836 -4.045 0.428
H 1.106 -3.309 -5.556 0.438
C 0.584 -1.440 -3.610 -1.148
H -0.258 -1.493 -4.304 0.529
H 0.446 -2.226 -2.859 0.358
H 3.004 -2.201 -2.575 0.381
H 1.707 1.432 -1.989 0.340
H -1.466 -0.156 -2.774 0.338
H -0.326 2.383 -2.170 0.345
H -3.070 2.886 0.041 0.341
H -1.729 3.667 -0.823 0.401
O -2.789 1.092 1.910 -0.633
H -3.072 0.747 1.050 0.397
H -0.886 0.580 1.318 0.266
H -1.934 -0.162 3.978 0.276
H -0.276 -0.520 3.480 0.272
H -1.092 1.045 5.970 0.292
H 0.570 0.800 5.433 0.331
H 0.121 -0.802 7.158 0.334
H 0.235 -1.681 5.634 0.301
H -2.381 -0.865 6.987 0.288
H -2.241 -1.833 5.519 0.318
H -1.663 -2.475 7.053 0.359
```

The lowest unoccupied orbital energy comes out at 0.020 Eh. The value obtained for the HOMO-LUMO gap is 9.34 eV. The spin multiplicity is 1. The value obtained for the HOMO energy is -8.81 eV.



no.,calculated total energy (Ha)
1,-4493.696654
2,-5731.423655
3,-538.347606
4,-4824.785487
5,-6059.778299
6,-1001.012909